# 1
C20H23AlAsClI2N2O | ωB97M-V/def2-TZVPD

calculated total energy	-4494.07169	a.u.
HOMO energy	-13.5	eV
Kohn-Sham gap	7.03	eV
charge	+2
multiplicity	1

The geometry in XYZ format:
```
51
Properties=species:S:1:pos:R:3:mulliken_charge:R:1
Al 0.74 0.66 0.18 -0.747
I 1.33 -0.03 5.06 0.148
C -0.18 0.84 3.95 -0.434
C -1.36 1.31 4.58 -0.187
C -2.38 1.88 3.87 -0.395
I -4.07 2.54 4.89 0.183
C -2.28 2.01 2.46 0.438
C -3.25 2.57 1.61 -0.526
C -3.04 2.64 0.25 -1.081
C -1.85 2.15 -0.28 -0.099
N -0.91 1.60 0.49 0.182
C -1.10 1.53 1.85 1.069
C -0.04 0.95 2.59 0.284
O 1.04 0.56 1.88 -0.286
H -1.44 1.21 5.65 0.396
H -4.17 2.95 2.04 0.250
H -3.77 3.08 -0.40 0.454
H -1.66 2.19 -1.35 0.687
Cl 3.74 5.19 -0.29 -0.142
C 3.53 3.55 -0.72 -0.293
C 4.49 2.87 -1.47 -0.057
C 4.28 1.54 -1.80 -0.990
C 3.12 0.92 -1.37 0.134
N 2.20 1.58 -0.65 0.229
C 2.40 2.88 -0.32 -0.131
H 5.39 3.39 -1.79 0.480
H 5.01 0.99 -2.37 0.449
H 2.92 -0.11 -1.60 0.348
H 1.64 3.37 0.28 0.662
C 1.46 -2.39 -3.03 -1.147
C 1.16 -2.76 -1.58 -0.643
As -0.05 -1.49 -0.74 0.443
C -1.52 -1.27 -1.99 -0.576
C -2.20 -2.59 -2.34 -1.285
C -0.82 -2.32 0.85 -0.481
C -0.76 -3.85 0.84 -1.434
H 2.20 -3.08 -3.43 0.418
H 1.85 -1.38 -3.14 0.253
H 0.57 -2.47 -3.65 0.318
H 2.06 -2.79 -0.96 0.485
H 0.68 -3.73 -1.50 0.596
H -1.13 -0.77 -2.88 0.528
H -2.22 -0.58 -1.51 0.468
H -1.51 -3.32 -2.75 0.325
H -2.97 -2.41 -3.09 0.408
H -2.69 -3.03 -1.47 0.311
H -1.84 -1.95 0.90 0.499
H -0.28 -1.92 1.71 0.368
H -1.22 -4.27 -0.05 0.334
H -1.31 -4.23 1.70 0.422
H 0.26 -4.21 0.91 0.364
```

=====

# 2
C20H23AsCl5F6MgN8O5 | ωB97M-V/def2-TZVPD

calculated total energy	-6926.58143	a.u.
HOMO energy (spin up / spin down)	-5.7 / -8.9	eV
Kohn-Sham gap (spin up / spin down)	5.50 / 8.67	eV
multiplicity	2

The geometry in XYZ format:
```
69
Properties=species:S:1:pos:R:3:lowdin_spin:R:1
Mg 0.10 0.26 -0.84 0.000
Cl 0.80 0.59 3.43 0.000
C 1.43 1.97 2.61 0.000
C 0.85 2.37 1.42 0.002
C 1.29 3.53 0.79 0.001
Cl 0.51 4.02 -0.65 0.001
C 2.35 4.25 1.33 0.000
Cl 2.91 5.67 0.53 0.000
C 2.98 3.81 2.49 0.000
Cl 4.33 4.66 3.11 0.000
C 2.51 2.67 3.14 0.000
Cl 3.29 2.11 4.57 0.000
C -3.34 -0.26 -2.69 -0.005
C -3.20 0.45 -1.39 -0.026
N -2.07 0.70 -0.77 0.055
C -2.42 1.41 0.40 0.080
C -3.82 1.54 0.45 0.213
N -4.26 0.92 -0.71 0.072
C -4.81 2.09 1.36 0.068
O -4.38 2.69 2.47 0.024
O -5.99 1.99 1.11 0.087
C -1.49 1.94 1.28 0.207
O -1.60 2.62 2.30 0.187
O -0.12 1.61 0.83 0.034
H -2.36 -0.51 -3.10 0.000
H -3.88 0.35 -3.41 -0.001
H -3.90 -1.19 -2.55 -0.002
H -5.23 0.86 -0.96 0.002
H -3.39 2.74 2.50 -0.001
C 3.87 2.32 -1.07 0.000
N 4.04 1.34 -0.01 0.000
C 3.11 0.44 0.34 0.000
N 3.44 -0.43 1.35 0.000
O 2.02 0.35 -0.24 0.000
H 4.52 2.11 -1.91 0.000
H 4.08 3.32 -0.68 0.000
H 2.84 2.29 -1.42 0.000
H 4.92 1.31 0.47 0.000
H 4.22 -0.20 1.94 0.000
H 2.65 -0.83 1.82 0.000
C 0.92 -2.63 -0.14 0.000
N 0.66 -3.99 0.29 0.000
C 0.09 -3.96 1.63 0.000
N -1.16 -3.19 1.67 0.000
C -0.88 -1.84 1.23 0.001
N -0.31 -1.78 -0.14 0.001
C -1.30 -2.47 -1.04 0.000
N -1.57 -3.83 -0.63 0.000
C -0.32 -4.59 -0.62 0.000
C -2.11 -3.80 0.74 0.000
H 1.33 -2.64 -1.15 0.000
H 1.65 -2.17 0.52 0.000
H 0.81 -3.51 2.32 0.000
H -0.11 -4.98 1.96 0.000
H -0.17 -1.38 1.92 0.000
H -1.80 -1.24 1.25 0.001
H -0.90 -2.46 -2.05 0.000
H -2.23 -1.90 -1.01 0.000
H 0.09 -4.60 -1.63 0.000
H -0.52 -5.61 -0.31 0.000
H -2.31 -4.83 1.06 0.000
H -3.04 -3.24 0.75 0.000
F 0.84 -0.84 -2.54 0.000
As 0.94 0.40 -3.84 0.000
F 1.49 -0.75 -4.96 0.000
F 2.54 0.73 -3.33 0.000
F 0.93 1.72 -4.92 0.000
F 0.35 1.46 -2.49 0.000
F -0.71 0.05 -4.20 0.000
```

=====

# 3
C20H23AuN6PTe | ωB97M-V/def2-TZVPD

calculated total energy	-1848.41865	a.u.
HOMO energy (spin up / spin down)	-16.0 / -16.0	eV
Kohn-Sham gap (spin up / spin down)	6.85 / 3.29	eV
charge	+3
multiplicity	3

The geometry in XYZ format:
```
52
Properties=species:S:1:pos:R:3:lowdin_spin:R:1
Au -4.63 -1.17 15.47 0.211
C -3.94 -1.01 9.92 0.000
N -3.80 -0.59 11.27 0.005
C -3.02 0.42 11.73 0.013
C -3.04 0.29 13.07 0.014
N -3.90 -0.73 13.52 0.024
C -4.32 -1.29 12.36 0.007
P -5.61 -2.56 12.24 0.009
C -6.98 -1.61 12.98 0.293
N -7.04 -1.01 14.20 0.015
C -8.32 -0.70 14.48 0.258
C -9.16 -1.12 13.40 0.291
N -8.32 -1.71 12.48 0.040
C -8.79 -2.25 11.26 -0.002
C -5.04 -3.58 13.63 0.013
N -4.73 -3.18 14.89 0.063
C -4.33 -4.29 15.60 0.006
C -4.36 -5.40 14.77 0.014
N -4.81 -4.95 13.53 0.003
C -5.10 -5.74 12.37 0.000
H -3.59 -0.23 9.26 0.000
H -3.36 -1.94 9.69 0.000
H -5.02 -1.16 9.69 0.000
H -2.45 1.14 11.16 0.001
H -2.48 0.83 13.85 0.001
H -8.67 -0.17 15.36 0.008
H -10.24 -1.11 13.31 0.009
H -9.78 -2.69 11.43 -0.001
H -8.90 -1.55 10.43 -0.001
H -8.13 -3.09 10.95 0.000
H -4.07 -4.17 16.62 -0.001
H -4.02 -6.40 14.91 0.001
H -4.70 -6.76 12.46 0.000
H -6.17 -5.79 12.11 0.000
H -4.51 -5.24 11.54 0.000
C -5.54 0.83 19.83 0.039
Te -4.47 0.22 17.86 0.588
C -3.08 -0.66 19.36 0.046
C -3.20 0.25 20.55 0.005
C -2.10 0.36 21.39 -0.001
C -2.13 1.30 22.44 -0.001
C -3.30 2.08 22.64 -0.001
C -4.45 1.88 21.86 -0.001
C -4.42 0.95 20.81 0.003
H -6.21 -0.01 20.07 0.012
H -6.16 1.74 19.71 0.001
H -2.07 -0.81 19.05 0.001
H -3.53 -1.63 19.58 0.014
H -1.35 -0.41 21.39 0.000
H -1.30 1.42 23.13 0.000
H -3.37 2.70 23.54 0.000
H -5.42 2.43 22.01 0.000
```

=====

# 4
C20H23B2F9MoN3O8 | ωB97M-V/def2-TZVPD

calculated total energy	-2559.12416	a.u.
HOMO energy (spin up / spin down)	-10.7 / -11.7	eV
Kohn-Sham gap (spin up / spin down)	7.14 / 8.10	eV
charge	+1
multiplicity	3

The geometry in XYZ format:
```
66
Properties=species:S:1:pos:R:3:lowdin_spin:R:1
Mo 1.51 -2.97 -1.62 1.691
O 4.89 -3.40 -1.43 0.003
C 4.30 -2.99 -2.51 0.008
O 3.31 -2.25 -2.50 0.031
C 4.82 -3.56 -3.82 0.001
O 3.74 -4.16 -4.48 -0.001
C 3.45 -5.48 -4.05 0.002
C 2.92 -5.58 -2.62 0.008
O 3.31 -6.42 -1.85 0.013
O 1.98 -4.68 -2.31 0.039
H 4.37 -3.14 -0.64 0.000
H 5.64 -4.26 -3.63 0.000
H 5.17 -2.74 -4.44 0.000
H 4.34 -6.12 -4.11 0.000
H 2.69 -5.87 -4.72 0.000
C -2.51 3.78 -2.20 0.000
C -3.05 2.43 -1.75 0.000
N -1.98 1.48 -1.42 0.007
C -1.63 0.56 -2.33 0.003
C -0.63 -0.36 -2.17 0.004
C -0.40 -1.31 -3.32 0.008
O -0.98 -1.15 -4.36 0.020
O 0.51 -2.22 -3.10 0.023
C 0.11 -0.37 -0.97 0.008
O 1.05 -1.16 -0.69 0.006
C -0.24 0.65 0.02 0.001
C 0.44 0.67 1.24 0.001
C 0.06 1.56 2.20 0.000
F 0.68 1.53 3.40 0.000
C -0.99 2.47 2.00 0.002
C -1.64 2.45 0.79 0.000
C -1.30 1.54 -0.21 0.001
N -1.44 3.38 3.00 0.000
C -2.70 3.07 3.66 0.000
C -3.42 4.40 3.94 0.000
N -2.38 5.49 3.97 0.000
C -1.17 5.05 4.74 0.000
C -0.47 3.93 3.95 0.000
H -3.33 4.45 -2.43 0.000
H -1.90 3.66 -3.10 0.000
H -1.89 4.24 -1.43 0.000
H -3.64 1.98 -2.54 0.000
H -3.71 2.52 -0.89 0.000
H -2.18 0.56 -3.27 0.000
H 1.23 -0.05 1.43 0.000
H -2.43 3.18 0.63 0.000
H -2.54 2.52 4.60 0.000
H -3.32 2.45 3.02 0.000
H -3.93 4.41 4.90 0.000
H -4.13 4.66 3.16 0.000
H -2.77 6.35 4.36 0.000
H -2.09 5.67 3.01 0.000
H -1.52 4.72 5.71 0.000
H -0.52 5.91 4.89 0.000
H -0.10 3.19 4.67 0.000
H 0.38 4.31 3.40 0.000
F 2.57 -3.09 0.00 0.042
B 2.12 -2.85 2.06 0.001
F 0.87 -2.42 1.90 0.000
F 2.35 -4.11 2.39 0.000
F 3.07 -1.93 2.24 0.000
F -1.13 -5.25 -2.22 0.000
B -1.11 -5.11 -0.88 0.002
F -0.33 -5.95 -0.19 0.001
F -2.24 -4.68 -0.30 0.000
F -0.15 -3.62 -0.76 0.074
```

=====

# 5
C20H23BiN7S | ωB97M-V/def2-TZVPD

calculated total energy	-1771.17952	a.u.
HOMO energy	-17.3	eV
Kohn-Sham gap	7.82	eV
charge	+3
multiplicity	1

The geometry in XYZ format:
```
52
Properties=species:S:1:pos:R:3:mulliken_charge:R:1
Bi -0.78 0.18 -1.18 1.123
C -1.60 -2.91 -2.16 -1.101
N -0.63 -1.94 -2.72 -0.481
C 0.77 -2.38 -2.78 -0.802
C 1.62 -1.73 -1.73 0.381
N 1.29 -0.64 -1.02 -0.133
C 2.41 -0.33 -0.21 0.720
C 2.64 0.68 0.72 -0.246
C 3.88 0.69 1.33 -0.956
C 4.87 -0.26 1.04 -0.534
C 4.64 -1.26 0.12 -1.086
C 3.39 -1.27 -0.49 0.622
N 2.85 -2.13 -1.44 -0.002
C -1.73 -2.72 -0.68 0.687
N -1.48 -1.59 -0.02 -0.167
C -1.76 -1.84 1.34 0.938
C -1.65 -1.06 2.49 -0.214
C -2.01 -1.64 3.69 -1.058
C -2.47 -2.96 3.76 -0.512
C -2.58 -3.75 2.64 -1.100
C -2.21 -3.15 1.44 0.693
N -2.16 -3.66 0.14 -0.031
H -2.57 -2.74 -2.63 0.472
H -1.32 -3.94 -2.38 0.407
H -0.94 -1.70 -3.66 0.335
H 0.86 -3.47 -2.70 0.378
H 1.18 -2.11 -3.76 0.498
H 1.89 1.41 0.99 0.322
H 4.10 1.46 2.06 0.461
H 5.82 -0.21 1.54 0.431
H 5.40 -2.00 -0.11 0.441
H 3.32 -2.91 -1.87 0.274
H -1.29 -0.04 2.48 0.086
H -1.93 -1.06 4.60 0.452
H -2.75 -3.37 4.73 0.430
H -2.92 -4.77 2.69 0.437
H -2.43 -4.60 -0.13 0.275
C -2.51 4.55 0.85 -0.814
N -1.35 4.31 -0.01 0.106
C -0.93 5.34 -0.98 -0.622
C 0.32 4.72 -1.63 -0.556
N 0.30 3.33 -1.11 -0.035
C -0.63 3.24 -0.12 0.374
S -0.80 1.81 0.87 -0.445
H -2.29 5.37 1.52 0.333
H -2.73 3.66 1.43 0.272
H -3.36 4.81 0.23 0.333
H -0.72 6.28 -0.47 0.403
H -1.74 5.51 -1.70 0.356
H 1.24 5.21 -1.32 0.318
H 0.28 4.72 -2.72 0.331
H 1.19 2.88 -0.95 0.206
```

=====

What did the fifth record say?
C20H23BiN7S | ωB97M-V/def2-TZVPD

calculated total energy	-1771.17952	a.u.
HOMO energy	-17.3	eV
Kohn-Sham gap	7.82	eV
charge	+3
multiplicity	1

The geometry in XYZ format:
```
52
Properties=species:S:1:pos:R:3:mulliken_charge:R:1
Bi -0.78 0.18 -1.18 1.123
C -1.60 -2.91 -2.16 -1.101
N -0.63 -1.94 -2.72 -0.481
C 0.77 -2.38 -2.78 -0.802
C 1.62 -1.73 -1.73 0.381
N 1.29 -0.64 -1.02 -0.133
C 2.41 -0.33 -0.21 0.720
C 2.64 0.68 0.72 -0.246
C 3.88 0.69 1.33 -0.956
C 4.87 -0.26 1.04 -0.534
C 4.64 -1.26 0.12 -1.086
C 3.39 -1.27 -0.49 0.622
N 2.85 -2.13 -1.44 -0.002
C -1.73 -2.72 -0.68 0.687
N -1.48 -1.59 -0.02 -0.167
C -1.76 -1.84 1.34 0.938
C -1.65 -1.06 2.49 -0.214
C -2.01 -1.64 3.69 -1.058
C -2.47 -2.96 3.76 -0.512
C -2.58 -3.75 2.64 -1.100
C -2.21 -3.15 1.44 0.693
N -2.16 -3.66 0.14 -0.031
H -2.57 -2.74 -2.63 0.472
H -1.32 -3.94 -2.38 0.407
H -0.94 -1.70 -3.66 0.335
H 0.86 -3.47 -2.70 0.378
H 1.18 -2.11 -3.76 0.498
H 1.89 1.41 0.99 0.322
H 4.10 1.46 2.06 0.461
H 5.82 -0.21 1.54 0.431
H 5.40 -2.00 -0.11 0.441
H 3.32 -2.91 -1.87 0.274
H -1.29 -0.04 2.48 0.086
H -1.93 -1.06 4.60 0.452
H -2.75 -3.37 4.73 0.430
H -2.92 -4.77 2.69 0.437
H -2.43 -4.60 -0.13 0.275
C -2.51 4.55 0.85 -0.814
N -1.35 4.31 -0.01 0.106
C -0.93 5.34 -0.98 -0.622
C 0.32 4.72 -1.63 -0.556
N 0.30 3.33 -1.11 -0.035
C -0.63 3.24 -0.12 0.374
S -0.80 1.81 0.87 -0.445
H -2.29 5.37 1.52 0.333
H -2.73 3.66 1.43 0.272
H -3.36 4.81 0.23 0.333
H -0.72 6.28 -0.47 0.403
H -1.74 5.51 -1.70 0.356
H 1.24 5.21 -1.32 0.318
H 0.28 4.72 -2.72 0.331
H 1.19 2.88 -0.95 0.206
```